[1]
Molecular formula: C3H9N2O3
Method: DFT, wB97M-V/def2-TZVPD

The geometry in XYZ format:
```
17
Properties=species:S:1:pos:R:3:mulliken_charge:R:1
O -2.49 3.38 -0.80 -0.67
O -1.19 -1.34 -1.88 -0.72
O 0.25 -3.04 -2.22 -0.76
N 0.66 -1.50 -0.57 -0.12
N 1.01 1.25 0.92 -0.54
C 0.96 -0.11 1.43 -0.56
C 0.00 -0.98 0.61 -0.56
C -0.17 -2.02 -1.66 0.43
H 1.90 -0.70 1.41 0.27
H -0.34 -1.79 1.27 0.21
H -3.27 2.99 -1.19 0.32
H 1.66 -1.45 -0.63 0.19
H -1.75 2.78 -0.86 0.35
H 1.62 1.80 1.52 0.18
H 0.66 -0.10 2.47 0.38
H -0.82 -0.44 0.20 0.39
H 1.30 1.28 -0.04 0.23
```

Computed properties:
Energy = -454.99243 hartree
2S+1 = 1
HOMO-LUMO gap = 7.24 eV
Charge = -1



[2]
Molecular formula: C39H21IrN8
Method: DFT, wB97M-V/def2-TZVPD

The geometry in XYZ format:
```
69
Properties=species:S:1:pos:R:3:mulliken_spin:R:1
Ir -0.60 -0.06 -0.18 0.26
N -0.50 2.34 2.23 0.13
N -0.99 -2.46 -2.55 0.11
N -0.93 1.94 -0.12 0.10
N -0.23 -2.47 2.19 0.16
N -0.55 -2.07 -0.19 0.06
N -1.13 -0.08 -2.12 0.10
N -1.36 2.32 -2.48 0.08
N -0.41 -0.07 1.82 0.05
C -1.59 -0.78 -4.23 0.01
C 3.57 1.08 -0.40 0.30
C -0.99 4.10 -0.84 0.02
C -0.33 -2.85 0.91 0.10
C -0.51 -5.42 -1.64 -0.01
C -1.21 -1.20 -2.91 0.05
C -0.51 5.30 1.22 -0.01
C -1.83 -1.50 -5.41 -0.01
C 1.26 0.29 -0.50 1.31
C -0.14 -1.50 5.16 -0.01
C -0.20 0.62 6.37 0.03
C -1.10 2.72 -1.24 0.11
C -0.28 -4.22 0.47 0.04
C 2.81 -0.47 1.31 0.24
C -2.07 1.32 -5.36 0.00
C -0.68 2.73 0.97 0.07
C -2.30 0.61 -6.52 0.01
C -0.25 -0.78 3.97 0.03
C 4.05 -0.39 1.91 -0.12
C -0.31 -1.20 2.59 0.10
C -1.04 5.29 -1.56 0.00
C 4.80 1.13 0.21 -0.11
C -0.69 -2.85 -1.32 0.12
C -0.57 6.49 0.50 0.03
C -2.18 -0.79 -6.55 0.02
C -0.30 1.33 5.19 -0.01
C -0.32 0.63 3.98 0.04
C 2.51 0.29 0.15 -0.17
C -0.07 -6.60 0.44 0.03
C -0.06 -5.42 1.15 -0.02
C -1.41 1.05 -2.87 0.06
C -0.72 4.10 0.54 0.03
C -0.30 -6.60 -0.96 0.02
C -1.71 0.62 -4.21 0.02
C -0.50 -4.22 -0.92 0.04
C 5.06 0.41 1.38 0.24
C -0.84 6.48 -0.88 0.01
C -0.12 -0.79 6.35 0.04
C -0.43 1.06 2.61 0.14
H -2.36 -1.32 -7.48 0.00
H 0.10 -7.55 0.95 0.01
H 4.25 -0.98 2.80 -0.01
H -0.30 -7.54 -1.50 0.00
H -0.68 -5.41 -2.71 0.01
H -1.24 5.28 -2.63 0.00
H 6.03 0.48 1.86 0.03
H 0.12 -5.41 2.22 0.01
H -0.30 5.30 2.28 0.00
H 5.58 1.76 -0.22 -0.01
H -0.09 -2.58 5.14 0.01
H -2.58 1.14 -7.43 0.00
H 2.06 -1.13 1.71 0.06
H -0.18 1.14 7.31 0.00
H -1.73 -2.57 -5.42 0.00
H 3.36 1.65 -1.30 0.02
H -2.17 2.40 -5.33 0.00
H -0.40 7.43 1.01 0.00
H -0.04 -1.33 7.29 0.01
H -0.36 2.41 5.18 0.01
H -0.87 7.42 -1.42 0.00
```

Computed properties:
Expectation value of S² = 6.071
Energy = -2041.27621 hartree
2S+1 = 5
HOMO-LUMO gap (alpha / beta) = 4.28 / 5.09 eV
Charge = -2



[3]
Molecular formula: C13H29N3O26S5
Method: DFT, wB97M-V/def2-TZVPD

The geometry in XYZ format:
```
76
Properties=species:S:1:pos:R:3:mulliken_charge:R:1
S 5.80 0.57 1.57 1.09
S 1.50 -0.64 0.40 0.08
S -4.52 1.00 1.62 1.31
S 1.87 -6.06 -0.83 1.08
S 2.74 1.16 -2.00 1.12
O -4.88 2.42 2.00 -0.62
O 3.12 -0.05 -1.24 -0.21
O 0.26 -0.61 1.44 -0.48
O 3.67 2.35 -2.00 -0.71
O 1.11 -5.65 0.54 -0.40
O 5.20 1.90 2.39 -0.40
O -1.10 4.50 2.48 -0.57
O -4.91 0.37 0.33 -0.47
O 0.50 0.01 -0.84 0.37
O -1.11 0.34 -3.30 -0.67
O 7.05 0.92 0.92 -0.57
O 1.12 1.53 -1.61 -0.19
O 1.89 -1.98 0.09 -0.51
O 2.05 -4.49 -1.22 -0.37
O 2.49 0.30 0.77 -0.36
O 0.95 -6.68 -1.77 -0.55
O -0.45 2.55 2.35 -0.47
O -4.33 -0.78 -2.43 -0.63
O 4.53 0.55 0.50 -0.02
O -5.08 -0.01 2.81 -0.37
O 3.08 -6.85 -0.49 -0.55
O 2.18 0.80 -3.59 -0.48
O -1.47 -1.77 -3.79 -0.65
O 5.72 -0.57 2.47 -0.57
O -5.06 1.02 -1.16 -0.49
O -2.95 0.60 1.87 -0.92
N -0.85 -0.89 -3.21 1.25
N -1.33 3.31 2.54 0.81
N -4.28 0.07 -1.48 0.99
C -0.54 0.53 1.25 0.56
C 0.90 -3.80 -0.95 0.35
C 0.37 2.10 -2.65 -0.51
C -0.40 0.92 -0.28 -0.06
C 0.97 1.47 -3.94 -0.58
C 4.06 1.83 0.20 0.28
C -4.01 -0.33 3.77 -0.46
C 0.42 -1.37 -2.62 -1.54
C -2.73 -0.38 2.84 -0.77
C -2.71 2.73 2.42 -0.83
C 0.50 -4.39 0.39 -0.11
C -3.00 0.07 -0.69 -1.22
C 4.32 2.59 1.54 -0.29
H 1.09 -1.88 -3.31 0.60
H -2.31 -0.38 -1.40 -0.30
H -0.58 -4.55 0.31 0.27
H 0.41 3.16 -2.37 0.54
H -2.81 2.11 3.32 0.51
H -1.29 0.87 -0.90 0.08
H 1.14 -2.74 -0.90 -0.44
H -3.85 0.41 4.55 0.34
H -0.17 1.97 -0.46 0.38
H 1.17 2.30 -4.61 0.40
H -2.78 -1.35 2.35 0.32
H 3.04 1.81 -0.17 -0.38
H 0.14 -4.09 -1.67 0.67
H -0.02 -1.92 -1.79 0.32
H 3.36 2.73 2.02 0.29
H 4.90 3.50 1.38 0.28
H -0.29 1.36 1.90 0.39
H -4.31 -1.27 4.21 0.39
H -2.81 2.30 1.43 0.32
H -3.22 -0.74 0.01 0.79
H 0.32 0.80 -4.49 0.40
H 0.75 -3.82 1.28 0.27
H -1.52 0.24 1.65 -0.36
H -3.24 3.67 2.54 0.27
H -0.62 1.70 -2.42 0.17
H 4.64 2.26 -0.61 0.57
H -1.79 -0.33 3.38 0.44
H 0.91 -0.49 -2.20 0.81
H -2.87 1.13 -0.46 0.99
```

Computed properties:
Energy = -4622.80302 hartree
2S+1 = 1
HOMO-LUMO gap = 7.90 eV